Entry 1:
This record from the OMol25 dataset describes a 11-piece molecular cluster, C66H55F11 overall at a distorted geometry. The level of theory is wB97M-V/def2-TZVPD.

Net charge = -1
HOMO-LUMO gap (alpha / beta) = 1.71 / 6.42 eV
2S+1 = 2
E_LUMO (alpha / beta) = 1.9 / 1.9 eV
HOMO energy (alpha / beta) = 0.185 / -4.518 eV
Total energy = -99222.14780 eV

Each line ends with the Löwdin charge.
Atoms and positions in Å:
F1 -0.322 -5.834 -1.651  0.066
C1 0.818 -5.805 -0.948  -0.275
C2 1.067 -6.841 -0.081  -0.023
C3 2.123 -6.693 0.796  -0.075
C4 2.941 -5.538 0.722  -0.078
C5 2.803 -4.675 -0.359  -0.088
C6 1.682 -4.726 -1.131  -0.021
H1 0.370 -7.663 -0.008  0.118
H2 2.208 -7.302 1.684  0.100
H3 3.647 -5.301 1.503  0.097
H4 3.509 -3.875 -0.526  0.091
H5 1.579 -4.015 -1.937  0.087
F2 -4.329 3.626 4.375  0.023
C7 -4.442 4.079 3.076  -0.223
C8 -3.649 3.703 1.992  -0.048
C9 -3.842 4.207 0.763  -0.119
C10 -4.795 5.210 0.617  -0.087
C11 -5.671 5.519 1.666  -0.088
C12 -5.552 4.912 2.893  -0.024
H6 -2.977 2.880 2.182  0.115
H7 -3.230 3.839 -0.047  0.106
H8 -4.931 5.632 -0.368  0.094
H9 -6.492 6.210 1.541  0.098
H10 -6.194 5.095 3.742  0.112
F3 5.731 -5.243 -4.262  0.078
C13 4.974 -4.199 -3.916  -0.303
C14 5.517 -3.164 -3.251  -0.037
C15 4.770 -2.056 -3.024  -0.101
C16 3.431 -1.943 -3.339  -0.086
C17 2.923 -2.971 -4.061  -0.097
C18 3.659 -4.124 -4.275  -0.013
H11 6.544 -2.975 -2.974  0.120
H12 5.326 -1.254 -2.560  0.105
H13 2.854 -1.080 -3.044  0.101
H14 1.851 -3.032 -4.176  0.113
H15 3.225 -4.905 -4.882  0.123
F4 8.800 -1.022 1.144  0.059
C19 7.501 -0.901 1.429  -0.264
C20 6.564 -1.526 0.571  0.001
C21 5.198 -1.380 0.800  -0.091
C22 4.790 -0.725 1.906  -0.117
C23 5.675 -0.192 2.815  -0.090
C24 7.048 -0.203 2.582  -0.006
H16 6.837 -1.958 -0.381  0.099
H17 4.481 -1.807 0.115  0.082
H18 3.747 -0.620 2.167  0.088
H19 5.283 0.272 3.708  0.105
H20 7.755 0.176 3.306  0.107
F5 2.380 -1.266 3.979  0.089
C25 1.132 -1.558 4.160  -0.354
C26 0.329 -1.567 3.032  0.007
C27 -1.088 -1.797 3.115  -0.049
C28 -1.665 -2.003 4.370  -0.086
C29 -0.829 -2.012 5.521  -0.066
C30 0.567 -1.721 5.426  -0.015
H21 0.784 -1.475 2.057  0.092
H22 -1.706 -2.024 2.259  0.099
H23 -2.713 -2.255 4.437  0.098
H24 -1.134 -2.245 6.531  0.089
H25 1.351 -1.772 6.167  0.105
F6 3.391 3.575 -1.333  0.068
C31 4.394 4.101 -0.614  -0.279
C32 5.460 3.296 -0.133  -0.023
C33 6.614 3.829 0.421  -0.097
C34 6.730 5.230 0.514  -0.073
C35 5.600 6.045 0.096  -0.069
C36 4.431 5.462 -0.424  -0.034
H26 5.391 2.244 -0.365  0.110
H27 7.369 3.156 0.801  0.099
H28 7.641 5.664 0.898  0.087
H29 5.719 7.108 0.242  0.092
H30 3.640 6.149 -0.685  0.116
F7 -0.245 4.423 2.496  0.049
C37 1.099 4.287 2.642  -0.255
C38 1.699 3.046 2.715  -0.025
C39 3.096 2.933 2.729  -0.058
C40 3.861 4.108 2.903  -0.104
C41 3.308 5.387 2.840  -0.082
C42 1.907 5.453 2.656  -0.007
H31 1.052 2.185 2.637  0.106
H32 3.629 1.994 2.715  0.083
H33 4.926 3.953 2.991  0.091
H34 3.872 6.308 2.846  0.099
H35 1.484 6.432 2.487  0.105
F8 -4.381 0.499 1.232  0.025
C43 -5.468 0.419 0.458  -0.380
C44 -6.147 -0.810 0.364  -0.110
C45 -7.305 -0.899 -0.403  -0.200
C46 -7.853 0.235 -1.043  -0.171
C47 -7.164 1.442 -0.923  -0.176
C48 -5.965 1.540 -0.114  -0.100
H36 -5.609 -1.610 0.852  0.071
H37 -7.909 -1.792 -0.465  0.057
H38 -8.773 0.223 -1.609  0.074
H39 -7.669 2.301 -1.341  0.055
H40 -5.424 2.475 -0.113  0.062
F9 -2.331 -0.800 -3.369  0.016
C49 -2.748 0.517 -3.305  -0.233
C50 -4.064 0.908 -3.085  -0.009
C51 -4.419 2.251 -3.182  -0.071
C52 -3.448 3.230 -3.319  -0.124
C53 -2.155 2.883 -3.484  -0.116
C54 -1.767 1.543 -3.553  -0.012
H41 -4.833 0.156 -2.991  0.094
H42 -5.409 2.527 -2.848  0.087
H43 -3.802 4.250 -3.289  0.099
H44 -1.376 3.600 -3.696  0.099
H45 -0.766 1.152 -3.656  0.104
F10 -3.497 -5.739 -2.656  0.084
C55 -4.606 -5.040 -2.640  -0.340
C56 -5.827 -5.596 -2.691  -0.039
C57 -7.006 -4.796 -2.733  -0.076
C58 -6.856 -3.410 -2.710  -0.115
C59 -5.613 -2.788 -2.808  -0.054
C60 -4.513 -3.640 -2.634  0.000
H46 -6.002 -6.651 -2.542  0.105
H47 -8.009 -5.190 -2.652  0.092
H48 -7.802 -2.909 -2.854  0.094
H49 -5.516 -1.716 -2.716  0.078
H50 -3.611 -3.112 -2.362  0.093
F11 2.688 -0.346 -0.758  0.082
C61 1.428 -0.198 -0.489  -0.348
C62 0.976 0.986 0.045  -0.015
C63 -0.400 1.196 0.114  -0.050
C64 -1.223 0.173 -0.310  -0.094
C65 -0.822 -1.067 -0.785  -0.049
C66 0.558 -1.181 -0.872  -0.026
H51 1.675 1.788 0.228  0.099
H52 -0.772 2.153 0.448  0.103
H53 -2.284 0.349 -0.403  0.098
H54 -1.440 -1.890 -1.114  0.107
H55 0.981 -2.100 -1.249  0.086

Entry 2:
This record from the OMol25 dataset describes a 10-piece molecular cluster, C66H57FNO20 overall at a distorted geometry. The level of theory is wB97M-V/def2-TZVPD.

Net charge = -1
HOMO-LUMO gap = 1.49 eV
2S+1 = 1
E_LUMO = -0.7 eV
HOMO energy = -2.190 eV
Total energy = -114510.98390 eV

Each line ends with the Löwdin charge.
Atoms and positions in Å:
C1 3.182 2.914 1.423  -0.096
C2 1.888 2.567 2.069  -0.247
C3 1.427 3.586 3.056  -0.202
C4 1.580 4.991 2.584  -0.226
C5 0.931 5.284 1.266  -0.200
C6 -0.347 6.082 1.334  -0.192
C7 -1.321 5.751 2.433  -0.194
C8 -2.468 4.834 2.049  -0.202
C9 -2.191 3.787 0.998  -0.271
C10 -2.868 2.503 1.359  -0.182
C11 -4.247 2.679 1.135  -0.590
O1 -4.786 3.096 0.231  0.128
N1 -5.147 2.247 2.239  0.142
C12 -4.525 1.422 3.124  -0.808
O2 -4.459 0.348 3.029  0.233
F1 -4.060 2.009 4.171  0.152
H1 3.021 3.524 0.580  0.032
H2 3.857 3.431 2.065  0.075
H3 3.668 2.049 1.074  0.032
H4 1.912 1.602 2.480  0.090
H5 1.156 2.517 1.314  0.090
H6 0.406 3.381 3.233  0.102
H7 1.923 3.421 3.979  0.105
H8 2.606 5.217 2.520  0.076
H9 1.184 5.646 3.315  0.094
H10 1.616 5.869 0.716  0.090
H11 0.787 4.428 0.682  0.074
H12 -0.850 5.994 0.415  0.098
H13 -0.085 7.104 1.419  0.086
H14 -1.762 6.670 2.724  0.087
H15 -0.869 5.362 3.307  0.085
H16 -3.336 5.377 1.763  0.100
H17 -2.731 4.293 2.917  0.081
H18 -2.628 4.135 0.081  0.090
H19 -1.167 3.562 0.885  0.074
H20 -2.563 1.737 0.682  0.059
H21 -5.431 3.066 2.752  0.122
C13 2.661 9.941 4.988  0.015
C14 2.238 9.223 3.953  0.031
C15 3.185 8.414 3.138  -0.361
O3 2.799 7.765 2.195  0.126
C16 4.623 8.436 3.528  0.022
C17 5.039 9.156 4.566  0.012
C18 4.095 9.965 5.378  -0.391
O4 4.479 10.620 6.324  0.091
H22 1.990 10.537 5.594  0.119
H23 1.198 9.190 3.653  0.124
H24 5.300 7.842 2.928  0.092
H25 6.079 9.188 4.868  0.119
C19 3.866 -0.520 -0.632  0.031
C20 4.510 -0.992 -1.694  0.008
C21 5.740 -1.812 -1.547  -0.401
O5 6.328 -2.240 -2.520  0.082
C22 6.222 -2.089 -0.173  -0.002
C23 5.578 -1.622 0.891  0.018
C24 4.348 -0.798 0.749  -0.371
O6 3.758 -0.359 1.707  0.122
H26 2.968 0.083 -0.714  0.129
H27 4.175 -0.804 -2.707  0.110
H28 7.118 -2.689 -0.090  0.122
H29 5.913 -1.814 1.901  0.125
C25 4.079 -6.899 0.472  0.023
C26 3.806 -7.924 -0.328  0.014
C27 3.790 -7.766 -1.805  -0.382
O7 3.540 -8.701 -2.535  0.100
C28 4.092 -6.419 -2.357  0.024
C29 4.366 -5.394 -1.559  0.032
C30 4.383 -5.552 -0.079  -0.360
O8 4.641 -4.616 0.646  0.108
H30 4.093 -6.994 1.549  0.113
H31 3.585 -8.910 0.053  0.104
H32 4.075 -6.326 -3.435  0.123
H33 4.591 -4.406 -1.943  0.108
C31 -7.331 -1.066 -2.224  -0.008
C32 -6.003 -1.085 -2.191  0.018
C33 -5.250 -0.658 -0.978  -0.369
O9 -4.042 -0.683 -0.959  0.119
C34 -6.047 -0.214 0.199  0.044
C35 -7.377 -0.197 0.159  0.021
C36 -8.124 -0.618 -1.048  -0.411
O10 -9.339 -0.611 -1.081  0.082
H34 -7.893 -1.377 -3.095  0.112
H35 -5.408 -1.411 -3.035  0.118
H36 -5.493 0.091 1.078  0.090
H37 -7.973 0.124 1.004  0.121
C37 1.443 -12.085 2.410  0.020
C38 2.195 -10.997 2.299  0.019
C39 1.591 -9.638 2.303  -0.370
O11 2.283 -8.648 2.198  0.092
C40 0.117 -9.542 2.435  0.029
C41 -0.638 -10.631 2.545  0.025
C42 -0.036 -11.990 2.542  -0.384
O12 -0.719 -12.984 2.645  0.108
H38 1.861 -13.083 2.409  0.121
H39 3.273 -11.044 2.202  0.121
H40 -0.301 -8.544 2.434  0.127
H41 -1.714 -10.583 2.640  0.124
C43 -6.743 -6.774 -1.780  0.017
C44 -7.465 -6.029 -2.613  0.026
C45 -7.991 -4.701 -2.187  -0.369
O13 -8.651 -4.008 -2.924  0.113
C46 -7.674 -4.247 -0.805  0.029
C47 -6.952 -4.995 0.020  0.027
C48 -6.428 -6.317 -0.401  -0.390
O14 -5.769 -7.001 0.352  0.095
H42 -6.349 -7.742 -2.063  0.117
H43 -7.703 -6.348 -3.624  0.085
H44 -8.066 -3.280 -0.517  0.111
H45 -6.712 -4.681 1.028  0.125
C49 1.944 2.871 -4.982  0.018
C50 1.793 3.392 -3.768  0.032
C51 2.791 3.143 -2.694  -0.365
O15 2.656 3.611 -1.589  0.120
C52 3.963 2.289 -3.030  0.014
C53 4.113 1.770 -4.244  0.008
C54 3.115 2.020 -5.319  -0.388
O16 3.254 1.548 -6.426  0.098
H46 1.230 3.039 -5.778  0.121
H47 0.948 4.013 -3.502  0.127
H48 4.677 2.120 -2.233  0.121
H49 4.958 1.146 -4.510  0.121
C55 -9.634 -8.319 -5.477  0.024
C56 -10.035 -9.399 -6.138  0.020
C57 -9.800 -9.541 -7.600  -0.387
O17 -10.167 -10.525 -8.202  0.106
C58 -9.098 -8.428 -8.292  0.019
C59 -8.697 -7.347 -7.631  0.025
C60 -8.932 -7.206 -6.171  -0.369
O18 -8.565 -6.222 -5.567  0.099
H50 -9.796 -8.195 -4.413  0.123
H51 -10.546 -10.220 -5.652  0.122
H52 -8.937 -8.552 -9.355  0.121
H53 -8.186 -6.526 -8.116  0.123
C61 9.498 8.323 1.997  0.024
C62 10.374 9.309 1.840  0.020
C63 9.933 10.726 1.742  -0.385
O19 10.731 11.624 1.597  0.107
C64 8.473 10.996 1.827  0.025
C65 7.596 10.010 1.984  0.023
C66 8.039 8.594 2.082  -0.365
O20 7.244 7.692 2.227  0.097
H54 9.797 7.285 2.070  0.123
H55 11.440 9.134 1.776  0.121
H56 8.173 12.033 1.754  0.123
H57 6.530 10.187 2.047  0.116

Entry 3:
This record from the OMol25 dataset describes a 12-piece molecular cluster, C66H69N3O39 overall at a distorted geometry. The level of theory is wB97M-V/def2-TZVPD.

Net charge = 0
Structure (SMILES) = O=C1C=C(O)C(=O)C=C1O.O=C1C=C(O)C(=O)C=C1O.O=C1C=C(O)C(=O)C=C1O.O=C1C=C(O)C(=O)C=C1O.O=C1C=C(O)C(=O)C=C1O.O=C1C=C(O)C(=O)C=C1O.O=C1C=C(O)C(=O)C=C1O.O=C1C=C(O)C(=O)C=C1O.O=C1C=C(O)C(=O)C=C1O.COC[C@H](C)N.COC[C@H](C)N.COC[C@H](C)N
ΔE to the lowest compared entry with this formula, charge and spin = 0.286 eV
HOMO-LUMO gap = 7.44 eV
2S+1 = 1
E_LUMO = -1.8 eV
HOMO energy = -9.283 eV
Total energy = -153875.17297 eV

Each line ends with the Löwdin charge.
Atoms and positions in Å:
O1 -4.167 -4.019 2.808  0.054
C1 -2.948 -4.206 2.713  -0.303
C2 -2.209 -4.069 1.450  0.082
C3 -0.883 -4.284 1.527  -0.229
O2 -0.004 -4.168 0.535  0.107
C4 -0.216 -4.800 2.761  -0.312
O3 0.938 -5.203 2.697  0.099
C5 -0.988 -4.887 4.008  0.079
C6 -2.329 -4.611 4.025  -0.221
O4 -3.203 -4.711 5.045  0.100
H1 -2.678 -3.678 0.514  0.154
H2 0.892 -4.451 0.715  0.060
H3 -0.444 -5.386 4.881  0.155
H4 -4.028 -4.422 4.618  0.095
O5 8.805 -1.561 -1.272  0.095
C7 7.793 -1.091 -0.756  -0.330
C8 6.575 -0.870 -1.455  0.068
C9 5.594 -0.113 -0.877  -0.192
O6 4.466 0.236 -1.500  0.060
C10 5.689 0.359 0.583  -0.319
O7 4.778 0.836 1.144  0.138
C11 6.973 0.065 1.282  0.087
C12 7.912 -0.641 0.679  -0.222
O8 9.110 -1.039 1.157  0.112
H5 6.554 -1.397 -2.370  0.103
H6 3.773 0.566 -0.859  0.078
H7 7.029 0.521 2.255  0.130
H8 9.642 -1.288 0.435  0.068
O9 -4.657 0.009 6.956  0.112
C13 -4.158 0.272 5.887  -0.319
C14 -3.704 -0.752 4.936  0.090
C15 -3.292 -0.409 3.672  -0.225
O10 -2.930 -1.270 2.760  0.107
C16 -3.143 1.079 3.310  -0.274
O11 -2.622 1.289 2.205  0.076
C17 -3.651 2.039 4.246  0.052
C18 -4.116 1.722 5.457  -0.214
O12 -4.672 2.577 6.327  0.108
H9 -3.933 -1.750 5.231  0.112
H10 -2.739 -0.656 1.997  0.118
H11 -3.749 2.998 3.766  0.128
H12 -4.962 2.012 7.109  0.144
O13 1.713 -4.005 -3.582  0.102
C19 2.750 -3.548 -4.037  -0.276
C20 2.843 -2.404 -4.984  0.080
C21 4.037 -1.805 -5.088  -0.199
O14 4.384 -0.752 -5.841  0.060
C22 5.344 -2.532 -4.579  -0.277
O15 6.417 -2.040 -4.975  0.079
C23 5.247 -3.662 -3.703  0.078
C24 3.989 -4.106 -3.424  -0.240
O16 3.764 -5.120 -2.641  0.126
H13 1.931 -2.105 -5.505  0.130
H14 5.400 -0.784 -5.687  0.132
H15 6.117 -3.962 -3.157  0.132
H16 2.789 -5.209 -2.561  0.127
O17 2.664 4.385 -0.919  0.076
C25 3.258 3.800 -1.819  -0.319
C26 2.648 3.165 -2.948  0.072
C27 3.434 2.444 -3.801  -0.162
O18 3.048 1.799 -4.938  0.077
C28 4.919 2.234 -3.518  -0.353
O19 5.503 1.530 -4.262  0.143
C29 5.506 2.956 -2.383  0.072
C30 4.783 3.813 -1.609  -0.201
O20 5.253 4.560 -0.596  0.090
H17 1.594 3.380 -3.122  0.136
H18 3.681 1.098 -5.237  0.102
H19 6.518 2.753 -2.088  0.129
H20 4.471 4.966 -0.162  0.113
O21 -3.931 -1.055 -5.946  0.097
C31 -2.858 -0.691 -5.504  -0.344
C32 -2.150 0.540 -5.677  0.085
C33 -0.897 0.561 -5.080  -0.188
O22 -0.150 1.648 -5.092  0.115
C34 -0.200 -0.522 -4.316  -0.382
O23 0.877 -0.310 -3.910  0.123
C35 -0.921 -1.752 -4.211  0.082
C36 -2.192 -1.769 -4.703  -0.227
O24 -2.959 -2.839 -4.557  0.110
H21 -2.719 1.394 -6.120  0.149
H22 0.751 1.396 -4.778  0.095
H23 -0.460 -2.605 -3.727  0.123
H24 -3.770 -2.533 -5.046  0.112
O25 6.741 4.728 3.408  0.109
C37 5.535 4.740 3.443  -0.302
C38 4.735 3.922 2.484  0.075
C39 3.424 3.950 2.726  -0.212
O26 2.534 3.235 2.011  0.070
C40 2.784 4.704 3.892  -0.277
O27 1.564 4.610 4.097  0.084
C41 3.602 5.433 4.845  0.069
C42 4.906 5.570 4.548  -0.189
O28 5.766 6.309 5.336  0.071
H25 5.239 3.358 1.724  0.110
H26 1.626 3.494 2.327  0.097
H27 2.975 5.863 5.649  0.148
H28 6.696 6.157 5.015  0.130
O29 -2.299 5.701 2.599  0.114
C43 -2.199 5.340 1.448  -0.319
C44 -2.896 5.954 0.280  0.077
C45 -2.739 5.351 -0.922  -0.218
O30 -3.293 5.872 -2.051  0.100
C46 -1.873 4.118 -1.100  -0.334
O31 -1.713 3.564 -2.171  0.088
C47 -1.008 3.719 -0.029  0.082
C48 -1.218 4.246 1.225  -0.210
O32 -0.371 4.005 2.244  0.059
H29 -3.633 6.759 0.527  0.152
H30 -3.142 5.204 -2.729  0.106
H31 -0.243 2.920 0.016  0.124
H32 -0.792 4.334 3.075  0.129
O33 2.850 -4.497 0.279  0.083
C49 3.897 -5.078 0.482  -0.290
C50 4.136 -6.406 0.998  0.089
C51 5.341 -6.741 1.491  -0.212
O34 5.675 -7.860 2.151  0.131
C52 6.524 -5.930 1.076  -0.273
O35 7.625 -6.404 1.389  0.094
C53 6.396 -4.573 0.472  0.101
C54 5.123 -4.169 0.306  -0.187
O36 4.730 -2.943 -0.147  0.085
H33 3.231 -7.039 0.917  0.151
H34 6.575 -7.735 2.441  0.101
H35 7.235 -3.929 0.253  0.127
H36 3.777 -3.022 -0.081  0.061
C55 -4.794 1.945 -2.317  -0.117
O37 -4.508 2.639 -1.116  -0.179
C56 -5.451 2.235 -0.112  -0.217
C57 -5.439 3.154 1.061  -0.461
C58 -6.443 2.546 2.078  -0.045
N1 -5.890 4.482 0.782  0.049
H37 -4.750 0.840 -2.271  0.090
H38 -4.012 2.154 -3.059  0.076
H39 -5.654 2.318 -2.875  0.092
H40 -6.446 2.292 -0.497  0.113
H41 -5.263 1.196 0.193  0.119
H42 -4.388 3.215 1.377  0.124
H43 -6.019 1.679 2.676  0.081
H44 -7.330 2.193 1.601  0.062
H45 -6.647 3.301 2.853  0.086
H46 -6.887 4.377 0.441  0.110
H47 -5.349 4.889 0.019  0.056
C59 -7.375 -2.509 -2.177  -0.114
O38 -6.796 -1.833 -1.086  -0.214
C60 -7.709 -1.466 -0.023  -0.153
C61 -7.177 -2.141 1.259  -0.483
C62 -8.013 -1.797 2.442  -0.067
N2 -5.855 -1.677 1.487  0.070
H48 -7.161 -3.582 -2.091  0.090
H49 -6.933 -2.148 -3.088  0.072
H50 -8.453 -2.344 -2.271  0.083
H51 -7.654 -0.344 0.011  0.130
H52 -8.700 -1.778 -0.319  0.108
H53 -7.205 -3.239 1.173  0.147
H54 -7.922 -0.720 2.562  0.074
H55 -7.496 -2.221 3.395  0.112
H56 -8.985 -2.235 2.462  0.069
H57 -5.255 -2.124 0.817  0.074
H58 -5.636 -1.913 2.415  0.030
C63 -2.343 0.013 -0.908  -0.049
O39 -1.293 -0.838 -0.307  -0.203
C64 -0.172 -0.124 0.260  -0.174
C65 0.994 0.175 -0.707  -0.395
C66 1.663 -1.190 -1.033  -0.034
N3 2.036 1.016 -0.177  0.054
H59 -2.759 -0.571 -1.728  0.074
H60 -1.857 0.918 -1.365  0.092
H61 -3.152 0.366 -0.223  0.072
H62 -0.607 0.737 0.763  0.090
H63 0.309 -0.773 1.057  0.138
H64 0.711 0.616 -1.653  0.122
H65 1.925 -1.569 0.004  0.099
H66 2.571 -1.114 -1.549  0.041
H67 0.981 -1.851 -1.473  0.056
H68 2.444 0.804 0.774  0.110
H69 1.799 2.004 -0.248  0.057